[1]
Density functional theory data (the ωB97M-V functional and the def2-TZVPD basis) for an isolated ion of composition CH7N4O and charge +1.

Calculated values
Total charge   +1
HOMO energy   -15.4 eV
SMILES   N[N@H+]1CNON1
Orbital gap   11.5 eV

Geometry (Å):
N 0.11538 1.08329 1.41362
N 0.21077 0.61747 0.12546
C 0.66215 -0.88915 0.01256
N -0.26555 -1.46201 -0.90646
O -1.50641 -0.76804 -0.59530
N -1.11175 0.53838 -0.63537
H -0.32383 0.41347 2.03084
H -0.11490 2.03197 1.58759
H 1.04599 1.17704 -0.34558
H 1.75091 -1.04541 -0.29666
H 0.33854 -1.31642 0.97527
H 0.18938 -1.23746 -1.77474
H -0.99067 0.85688 -1.59122

---

[2]
Density functional theory data (the ωB97M-V functional and the def2-TZVPD basis) for a 2-piece molecular cluster, CH7N4O overall.

Calculated values
Total charge   +1
HOMO energy   -14.0 eV
Orbital gap   10.3 eV

Geometry (Å):
C -0.40069 -0.49866 0.33040
N 0.70039 -0.40250 0.81082
N -1.40627 -1.18220 -0.09676
N 2.51367 -0.40144 -0.61417
N 1.92012 -0.00516 0.63890
O -1.96878 1.11003 -0.54505
H -2.17314 -0.60190 -0.39672
H -1.22171 -2.11955 -0.39843
H 3.21743 0.26101 -0.93883
H 3.04787 -1.28050 -0.47386
H 2.56799 0.18278 1.34096
H -1.74507 1.43578 -1.54104
H -2.33616 1.94701 -0.12249

---

[3]
Density functional theory data (the ωB97M-V functional and the def2-TZVPD basis) for a 2-piece molecular cluster, CH7N4O overall.

Calculated values
Total charge   +1
HOMO energy (alpha / beta)   -13.4 / -13.4 eV
Orbital gap (alpha / beta)   9.0 / 9.0 eV

Geometry (Å):
C 0.57368 -1.02900 0.33589
N 1.34657 -0.03410 0.66968
N -0.18738 -1.07134 -0.73372
N -2.24787 0.87380 -0.01559
N 1.48101 1.11183 -0.06660
O -2.65516 -0.16007 0.45090
H -2.83591 1.34468 -0.77287
H 0.72959 -1.92727 1.06788
H 2.07811 -0.01077 1.41636
H -0.78773 -1.85139 -0.63476
H -0.29996 -0.12939 -1.05095
H 1.47079 1.96577 0.37691
H 1.33425 0.91725 -1.04312

---

[4]
Density functional theory data (the ωB97M-V functional and the def2-TZVPD basis) for an isolated ion of composition CH7N4O and charge +1.

Calculated values
Total charge   +1
HOMO energy   -13.1 eV
SMILES   NN/C([NH3+])=N\O
Orbital gap   9.3 eV

Geometry (Å):
N -1.19197 0.54598 -1.00238
N -0.88879 0.04698 0.25645
C 0.36496 -0.30304 0.59980
N 1.47767 0.02380 -0.35725
N 0.81444 -0.82150 1.73476
O -0.14219 -1.25143 2.56236
H -1.29262 1.55576 -0.99798
H -2.01771 0.15597 -1.33630
H -1.64564 0.12323 1.03957
H 1.51219 1.10206 -0.31116
H 0.97033 -0.12287 -1.30480
H 2.32966 -0.57558 -0.35132
H 0.25102 -1.87584 3.10038

---

[5]
Density functional theory data (the ωB97M-V functional and the def2-TZVPD basis) for a 2-piece molecular cluster, CH7N6 overall.

Calculated values
Total charge   +1
HOMO energy   -13.6 eV
Orbital gap   8.6 eV

Geometry (Å):
C 0.53020 0.84376 1.60297
N 0.96051 -1.69667 1.14234
N 1.04183 -1.51711 2.27729
N 0.73347 -1.03344 0.12819
N 0.43854 0.39150 0.44135
N 0.34972 2.01729 2.16153
N -0.42818 -0.39932 -1.93187
H 0.93047 0.02746 2.33882
H 0.27839 -1.00377 -1.19341
H 0.76202 2.25055 3.08603
H -0.03250 2.85051 1.60469
H -0.27961 0.46450 -1.42487
H -1.44162 -0.66780 -1.73576
H -0.33730 -0.37215 -2.98947

---

[6]
Density functional theory data (the ωB97M-V functional and the def2-TZVPD basis) for CH7NO as an isolated structure.

Calculated values
Total charge   0
HOMO energy   -9.6 eV
Orbital gap   10.3 eV

Geometry (Å):
C 1.31817 0.44048 0.10537
H -2.40114 1.13975 -0.48840
H -1.59602 -0.45218 0.18875
H 0.16219 -1.11163 -0.93203
H 0.35834 -1.41993 0.61637
H 1.43154 0.41769 1.29892
H 2.32850 0.08853 -0.66747
H 0.65313 1.54274 -0.24301
N 0.28566 -0.67889 0.00373
O -2.54037 0.03345 0.11777

---

[7]
Density functional theory data (the ωB97M-V functional and the def2-TZVPD basis) for a 2-piece molecular cluster, CH7NOS2 overall.

Calculated values
Total charge   0
HOMO energy   -9.3 eV
SMILES   NCO.SS
Orbital gap   9.6 eV

Geometry (Å):
N -1.57606 0.80242 -0.07711
C -2.51610 0.47314 -1.10048
O -3.27570 1.58678 -1.55753
H -0.58261 0.76418 -0.18876
H -1.97030 1.12697 0.79302
H -1.99756 0.00246 -1.93847
H -3.26369 -0.19681 -0.70859
H -2.67040 2.32261 -1.70322
S 4.60525 -1.93497 2.71851
S 4.03035 -0.87002 1.10275
H 5.83817 -2.32350 2.33990
H 3.37864 -1.75326 0.31998

---

[8]
Density functional theory data (the ωB97M-V functional and the def2-TZVPD basis) for CH7NSi as an isolated structure.

Calculated values
Total charge   0
HOMO energy   -9.1 eV
Orbital gap   10.2 eV

Geometry (Å):
C -0.79456 -0.65588 -0.82345
N 0.26233 -0.63344 0.07914
Si 0.71199 0.85570 0.77199
H -0.70293 -1.40785 -1.56037
H -1.82480 -0.64607 -0.53371
H -0.65064 0.36587 -1.36643
H 0.40259 -1.79446 0.59751
H 2.04830 0.85722 1.52831
H -0.15154 1.42749 1.82154
H 0.69925 1.63144 -0.51452

---

[9]
Density functional theory data (the ωB97M-V functional and the def2-TZVPD basis) for one molecule with the formula CH7NSi.

Calculated values
Total charge   0
HOMO energy   -9.7 eV
SMILES   C[SiH2]N
Orbital gap   10.7 eV

Geometry (Å):
C -1.52872 0.11154 -0.01361
Si 0.53295 0.32829 -0.44213
N 1.29493 -0.85218 0.53745
H -1.60461 0.13983 1.07950
H -1.99758 0.95662 -0.46147
H -1.83725 -0.92604 -0.46057
H 0.81972 0.19065 -1.99645
H 0.90068 1.67487 -0.03116
H 2.26267 -0.91073 0.26413
H 1.15721 -0.71285 1.52431

---

[10]
Density functional theory data (the ωB97M-V functional and the def2-TZVPD basis) for a 2-piece molecular cluster, CH7NSi2 overall.

Calculated values
Total charge   0
HOMO energy   -7.5 eV
Orbital gap   6.9 eV

Geometry (Å):
C 1.22113 -0.85856 -0.64251
N 0.50725 0.20257 -0.35152
Si 0.62575 1.73846 0.21367
Si -2.20888 -0.47677 -0.05445
H 2.10918 -1.02072 -0.06322
H 0.57026 -1.77188 -0.53268
H 1.46477 -0.98316 -1.71799
H -0.75728 2.41718 0.49108
H 1.82733 2.71115 0.43931
H -3.05608 0.61356 -0.88929
H -2.76576 -0.23079 1.37145

---

[11]
Density functional theory data (the ωB97M-V functional and the def2-TZVPD basis) for a 2-piece molecular cluster, CH7O2 overall.

Calculated values
Total charge   +1
HOMO energy   -17.0 eV
Orbital gap   12.9 eV

Geometry (Å):
O 1.54483 0.72147 1.15424
H 0.88234 1.34715 1.47299
H 2.32818 1.24972 0.95090
H 0.38038 -1.47756 -0.92427
C -1.29517 -0.36967 -0.36739
O 0.10518 -0.55016 -0.85323
H -1.27979 -0.00888 0.65269
H -1.73602 0.39190 -1.01269
H -1.78128 -1.33212 -0.52175
H 0.85135 0.02815 -0.55149

---

[12]
Density functional theory data (the ωB97M-V functional and the def2-TZVPD basis) for a 2-piece molecular cluster, CH7O2 overall.

Calculated values
Total charge   +1
HOMO energy   -17.5 eV
Orbital gap   13.7 eV

Geometry (Å):
O 0.52068 -0.24813 -1.67152
H 0.06333 -0.61707 -2.41001
H 1.37231 0.14651 -2.01474
H 0.06435 -0.32665 -0.42436
C -0.04543 0.66047 1.41199
O -0.56811 -0.36675 0.47946
H -0.77523 0.63724 2.20572
H -0.02756 1.55810 0.76718
H 1.00637 0.46965 1.75456
H -1.00349 -0.90275 1.18121

---

For the records above, the corresponding relative energy (zero: lowest compared OMol25 entry of this formula, charge and spin) values read 429.4 170.9 254.9 161.1 390.3 329.7 24.1 178.4 24.2 312.1 45.6 75.7 kJ/mol.